{
  "formula": "C29H33BrCl2IMoN4O4S2",
  "method": "the ωB97M-V functional and the def2-TZVPD basis",
  "e_lumo_ev": [-10.20, -10.21],
  "charge": 3,
  "e_tot_ev": -171450.11539,
  "species": ["Mo", "Cl", "C", "C", "C", "Cl", "C", "O", "C", "C", "O", "C", "H", "H", "H", "C", "N", "C", "N", "S", "H", "H", "H", "H", "H", "H", "C", "C", "C", "O", "H", "H", "H", "H", "H", "H", "Br", "C", "C", "C", "C", "C", "C", "I", "H", "H", "H", "H", "C", "C", "C", "N", "C", "S", "N", "C", "O", "C", "C", "C", "C", "C", "C", "H", "H", "H", "H", "H", "H", "H", "H", "H", "H", "H", "H", "H", "H"],
  "xyz": [[0.3754, 0.7593, 0.9486], [-0.6518, 7.5376, -1.7165], [-0.2223, 5.9468, -1.2623], [0.7400, 5.2574, -1.9932], [1.1090, 3.9564, -1.6566], [2.2933, 3.1177, -2.5584], [0.4906, 3.3541, -0.5761], [0.8174, 2.0816, -0.2370], [-0.4784, 4.0415, 0.1742], [-1.1140, 3.4267, 1.2936], [-0.9196, 2.2498, 1.6727], [-0.8312, 5.3492, -0.1717], [1.2166, 5.7367, -2.8394], [-1.8200, 4.0194, 1.8794], [-1.5782, 5.8880, 0.3980], [0.5111, -7.2346, -0.3350], [0.0436, -5.9057, 0.0435], [0.6976, -4.7757, -0.1890], [1.8898, -4.8571, -0.7875], [0.0080, -3.2730, 0.2654], [-0.2206, -7.9640, -0.0035], [1.4615, -7.4671, 0.1480], [0.6115, -7.3211, -1.4183], [-0.8585, -5.8066, 0.4753], [2.2794, -5.7325, -1.0970], [2.3727, -4.0147, -1.0322], [1.1082, -2.0631, 3.8919], [0.4351, -0.7581, 3.8265], [-0.1883, -0.1442, 5.0129], [0.3967, -0.1393, 2.7298], [1.9942, -1.9449, 4.5287], [1.3701, -2.4394, 2.9073], [0.4645, -2.7724, 4.4197], [-1.0207, -0.7855, 5.3244], [-0.5370, 0.8656, 4.8218], [0.5160, -0.1672, 5.8488], [5.3914, -1.6526, -1.3285], [5.2226, -0.0313, -0.3802], [6.3507, 0.7662, -0.2302], [6.2633, 1.9659, 0.4550], [5.0531, 2.3770, 0.9969], [3.9269, 1.5850, 0.8473], [4.0106, 0.3846, 0.1564], [2.3580, -0.9098, -0.0656], [7.2922, 0.4399, -0.6506], [7.1473, 2.5781, 0.5709], [4.9867, 3.3124, 1.5366], [2.9940, 1.9239, 1.2792], [-6.1048, -0.2234, 2.3595], [-4.6772, -0.3949, 2.8726], [-3.6820, -0.7321, 1.7719], [-3.6482, 0.3684, 0.7892], [-2.7089, 0.6265, -0.0759], [-1.2288, -0.3760, -0.1905], [-2.8078, 1.6014, -0.9814], [-3.8057, 2.6791, -1.0448], [-3.3606, 3.7890, -1.1094], [-5.2195, 2.2939, -1.0331], [-5.6423, 1.0353, -1.4775], [-6.9935, 0.7408, -1.5066], [-7.9175, 1.6936, -1.0899], [-7.5013, 2.9489, -0.6605], [-6.1533, 3.2581, -0.6406], [-6.8034, -0.1525, 3.1915], [-6.4090, -1.0723, 1.7431], [-6.2414, 0.6895, 1.7689], [-4.6424, -1.2090, 3.5980], [-4.3463, 0.5063, 3.3968], [-3.9741, -1.6476, 1.2532], [-2.6745, -0.8693, 2.1589], [-4.5177, 0.8895, 0.6949], [-1.9767, 1.7897, -1.5268], [-4.9260, 0.3094, -1.8468], [-7.3321, -0.2194, -1.8726], [-8.9741, 1.4597, -1.1152], [-8.2305, 3.6882, -0.3580], [-5.8123, 4.2376, -0.3315]],
  "mulliken_charge": [1.27, -0.13, 0.01, -0.42, 0.21, -0.12, -0.08, -0.08, 0.83, -0.08, -0.59, -0.99, 0.50, 0.52, 0.51, -1.05, -0.12, 0.41, -0.27, -0.43, 0.35, 0.35, 0.36, 0.24, 0.21, 0.05, -0.85, 0.67, -1.14, -0.70, 0.37, 0.16, 0.39, 0.36, 0.33, 0.41, -0.18, 0.01, -0.49, -0.60, -0.87, 0.06, 0.47, 0.60, 0.43, 0.42, 0.42, 0.30, -1.09, -0.72, -0.26, 0.34, 0.66, -0.30, 0.17, 0.15, -0.48, 0.01, 0.34, -0.78, -0.47, -0.70, -0.57, 0.40, 0.31, 0.27, 0.41, 0.30, 0.33, 0.04, 0.00, 0.25, 0.47, 0.47, 0.45, 0.46, 0.51]
}

=====

{
  "formula": "C29H33MnN7O3S2",
  "method": "the ωB97M-V functional and the def2-TZVPD basis",
  "e_lumo_ev": [-3.38, -3.12],
  "charge": 1,
  "s_squared": 6.050,
  "spin_multiplicity": 5,
  "e_tot_ev": -100170.56085,
  "de_lowest_ev": 0.610,
  "species": ["Mn", "O", "C", "N", "C", "C", "C", "C", "C", "C", "N", "C", "C", "C", "C", "C", "N", "H", "H", "H", "H", "H", "H", "H", "H", "H", "H", "C", "C", "C", "C", "C", "C", "C", "S", "O", "O", "N", "C", "C", "C", "C", "C", "N", "H", "H", "H", "H", "H", "H", "H", "H", "H", "H", "H", "C", "C", "N", "C", "S", "N", "C", "C", "H", "H", "H", "H", "H", "H", "H", "H", "H", "H", "H", "H"],
  "xyz": [[-0.0990, -0.4270, 0.1678], [0.0673, -1.7858, 3.9506], [-0.2200, -1.2881, 2.8762], [0.5271, -1.2719, 1.7585], [1.7831, -1.9877, 1.7507], [2.2196, -2.1431, 0.3290], [3.2880, -2.9408, -0.0476], [3.6897, -2.9470, -1.3695], [3.0253, -2.1480, -2.2893], [1.9555, -1.3965, -1.8566], [1.5560, -1.4073, -0.5771], [-1.5490, -0.6227, 2.6387], [-2.5377, -0.6012, 3.5981], [-3.7581, -0.0343, 3.2652], [-3.9401, 0.4922, 1.9961], [-2.8966, 0.4425, 1.0897], [-1.7166, -0.1015, 1.4130], [1.6827, -2.9567, 2.2487], [2.5636, -1.4310, 2.2851], [3.7966, -3.5348, 0.6987], [4.5208, -3.5663, -1.6794], [3.3190, -2.1120, -3.3280], [1.3886, -0.7650, -2.5264], [-2.3304, -1.0473, 4.5602], [-4.5656, -0.0129, 3.9847], [-4.8816, 0.9268, 1.6940], [-3.0075, 0.8147, 0.0839], [0.9507, -3.5596, -6.9120], [0.3088, -3.0139, -5.6677], [-0.1389, -1.6907, -5.6272], [-0.7593, -1.1811, -4.5037], [-0.9218, -2.0027, -3.3919], [-0.4837, -3.3174, -3.4008], [0.1267, -3.8118, -4.5462], [-1.6973, -1.3844, -1.9548], [-3.0856, -1.1556, -2.2212], [-1.2961, -2.2647, -0.8571], [-0.9190, -0.0213, -1.5692], [-1.4342, 1.2928, -1.6708], [-2.3255, 1.7351, -2.6390], [-2.7220, 3.0589, -2.5875], [-2.2187, 3.8953, -1.5982], [-1.3402, 3.3496, -0.6817], [-0.9609, 2.0703, -0.7013], [1.6143, -2.8262, -7.3693], [0.1941, -3.8205, -7.6537], [1.5265, -4.4593, -6.7011], [0.0037, -1.0539, -6.4914], [-1.0891, -0.1513, -4.4875], [-0.6062, -3.9353, -2.5238], [0.4737, -4.8374, -4.5616], [-2.7155, 1.0603, -3.3865], [-3.4192, 3.4386, -3.3228], [-2.4966, 4.9371, -1.5399], [-0.9051, 3.9663, 0.0974], [-1.6706, 2.6714, 3.4408], [-0.1708, 2.8951, 3.5165], [0.4579, 2.2666, 2.3542], [1.7441, 2.0338, 2.0427], [2.0891, 1.2708, 0.5577], [2.7500, 2.3628, 2.8546], [2.7896, 3.0186, 4.1613], [2.7975, 2.0185, 5.3028], [-2.1651, 3.1687, 4.2741], [-1.9111, 1.6087, 3.4892], [-2.0882, 3.0786, 2.5198], [0.2194, 2.4514, 4.4334], [0.0480, 3.9657, 3.5388], [-0.1678, 1.9990, 1.5979], [3.6442, 2.0965, 2.4670], [1.9756, 3.7307, 4.2462], [3.7017, 3.6172, 4.1702], [1.9176, 1.3734, 5.2771], [2.8186, 2.5329, 6.2629], [3.6755, 1.3753, 5.2482]],
  "mulliken_spin": [3.86, 0.03, -0.02, -0.08, -0.02, 0.03, 0.00, 0.01, 0.00, 0.03, -0.02, 0.04, 0.00, 0.01, 0.00, 0.04, 0.00, 0.00, 0.00, 0.00, 0.00, 0.00, 0.00, 0.00, 0.00, 0.00, 0.00, 0.00, 0.00, 0.00, 0.00, 0.02, 0.00, 0.00, 0.00, 0.00, 0.03, -0.05, 0.00, 0.00, 0.00, 0.01, 0.00, 0.05, 0.00, 0.00, 0.00, 0.00, 0.00, 0.00, 0.00, 0.00, 0.00, 0.00, 0.00, 0.00, 0.00, 0.02, 0.00, 0.05, 0.00, 0.00, 0.00, 0.00, 0.00, 0.00, 0.00, 0.00, 0.00, 0.00, 0.00, 0.00, 0.00, 0.00, 0.00]
}